Molecular formula: C11H26N3O6
Method: DFT, the ωB97M-V functional and the def2-TZVPD basis

The geometry in XYZ format:
```
46
C11H26N3O6 | OMol25 | the ωB97M-V functional and the def2-TZVPD basis
N 5.269 -4.145 -0.981
C 5.033 -3.055 -0.502
O 4.324 -1.887 -0.087
N 3.645 -1.362 -1.171
C 2.199 -1.762 -1.049
C 1.108 -0.760 -0.522
C -0.342 -1.306 -0.400
N -0.817 -2.619 -0.707
C 0.185 -3.501 -1.225
C 1.695 -3.209 -1.443
H 4.088 -1.700 -2.052
H 3.666 -0.324 -1.139
H 1.354 0.321 -0.237
H -1.127 -0.565 0.017
H -0.164 -4.571 -1.493
H 2.430 -3.988 -1.865
C 0.013 2.323 -2.042
O 0.179 1.093 -2.735
H -0.285 2.111 -1.014
H 0.957 2.874 -2.039
H -0.764 2.917 -2.528
H 0.442 1.309 -3.640
C 5.275 1.149 -3.848
O 5.204 -0.134 -3.232
H 4.414 1.273 -4.505
H 5.259 1.927 -3.081
H 6.192 1.224 -4.436
H 5.979 -0.216 -2.658
C -3.561 -0.582 2.727
O -3.755 -1.535 1.689
H -4.519 -0.385 3.208
H -2.860 -0.979 3.464
H -3.173 0.346 2.303
H -2.895 -1.692 1.279
C -4.288 2.581 -0.151
O -4.550 1.612 0.853
H -3.890 3.479 0.322
H -3.552 2.188 -0.859
H -5.214 2.828 -0.675
H -4.901 0.828 0.408
C -2.929 1.146 6.318
O -2.812 1.631 4.988
H -1.996 0.657 6.598
H -3.119 1.980 6.999
H -3.747 0.423 6.376
H -3.650 2.058 4.766
```

Values from the calculation:
Charge: +1
Molar mass in g/mol: 296.344
2S+1: 1
HOMO-LUMO gap in eV: 6.968